DFT (wB97M-V/def2-TZVPD) results for a 12-piece molecular cluster, C29H49N11O5SSi overall at a distorted geometry.

For the highest occupied orbital energy, the calculation gives -8.740 eV. The total energy comes out at -2800.36531 a.u. For the energy above the lowest of the compared OMol25 structures with the same formula, charge and spin, the calculation gives 0.0 kJ/mol. As for the SMILES: C[Si](C)(C)OCC[C@@H]1COS(=O)(=O)O1.CC#N.CC#N.CC#N.CC#N.CC#N.CC#N.CC#N.CC#N.CC#N.CC#N.CC#N. As for the gap between HOMO and LUMO: 0.325 Eh. The molar mass comes out at 691.936 g mol⁻¹.

Geometry as XYZ:
```
96
Properties=species:S:1:pos:R:3:forces:R:3:mulliken_charge:R:1
C 1.131989 0.726292 0.333162 -0.155 0.202 -0.819 0.10
Si -0.708199 0.512559 0.807101 0.721 -0.742 1.881 0.48
C -1.754104 -0.390224 -0.510656 -0.289 -0.413 -0.909 -0.78
C -0.713823 -0.639039 2.360621 -0.283 0.475 0.303 -0.78
O -1.349646 2.021734 1.348431 0.025 -0.850 -2.054 -0.67
C -1.780503 2.886185 0.278499 -0.620 1.954 0.555 -0.45
C -0.660026 3.973844 -0.136453 -0.729 -0.061 0.013 -0.61
C -0.263071 3.950815 -1.682094 0.298 -1.745 1.586 0.53
C -0.079911 2.558992 -2.439742 -1.688 0.428 -3.249 -0.65
O 1.297816 2.069849 -2.555167 -0.976 2.357 2.508 -0.29
S 2.190582 3.469358 -2.324895 4.348 -0.417 -4.072 1.27
O 2.621772 3.965331 -3.651271 -4.882 -6.231 1.933 -0.51
O 3.406225 3.158969 -1.554831 -3.331 0.555 0.310 -0.60
O 1.087998 4.515688 -1.677375 0.936 -1.553 -1.122 -0.28
H 1.823034 0.509525 1.207762 -1.222 0.289 -1.396 -0.03
H 1.278876 1.809111 -0.001407 0.140 -1.557 0.295 -0.12
H 1.338406 -0.004833 -0.525126 0.021 1.177 1.080 0.19
H -1.044414 -1.122378 -1.037917 -0.981 0.883 0.799 0.01
H -2.186132 0.264432 -1.328342 0.368 -0.744 0.891 0.41
H -2.613172 -0.984426 -0.041812 1.225 0.853 -0.606 0.34
H -0.158064 -0.068421 3.180460 -0.741 -0.887 -0.995 -0.03
H -0.167314 -1.617167 2.163335 -0.725 1.212 0.207 0.26
H -1.791397 -0.827314 2.694154 1.472 0.083 -0.328 0.33
H -2.648531 3.503276 0.702740 1.067 -0.998 -0.646 0.28
H -2.196722 2.355952 -0.631482 0.585 0.378 1.030 0.24
H 0.236175 3.868794 0.559058 -1.022 -0.145 -1.201 0.44
H -1.086742 5.015696 0.064269 0.652 -1.507 -0.257 0.28
H -1.011988 4.497752 -2.320559 1.296 -0.204 0.860 0.20
H -0.893414 1.771176 -2.306265 1.695 0.752 0.651 0.14
H -0.273614 2.866039 -3.532742 0.010 -0.324 1.384 0.48
C 3.882625 8.244039 -2.797647 -0.229 -0.744 -0.136 -0.91
C 3.592328 6.807140 -3.080936 -0.223 -0.487 -0.090 0.44
N 3.363672 5.682269 -3.300974 3.491 7.768 1.142 -0.48
H 4.465140 8.672196 -3.614073 -0.050 -0.075 0.049 0.30
H 2.949238 8.799451 -2.696997 0.073 -0.046 -0.014 0.23
H 4.450567 8.331687 -1.870825 -0.045 -0.052 -0.075 0.26
C -0.376248 -4.347046 -1.744897 0.354 0.555 0.512 -0.81
C 0.532973 -3.678062 -0.771074 0.218 0.135 0.183 0.39
N 1.240888 -3.158875 -0.014224 -0.794 -0.569 -0.870 -0.46
H -1.181264 -3.667863 -2.028723 0.075 0.020 0.148 0.24
H 0.181052 -4.630527 -2.636854 -0.027 -0.007 0.144 0.31
H -0.807193 -5.241182 -1.296917 0.076 0.094 -0.079 0.33
C 5.146681 0.637867 3.238212 -0.720 -0.062 -0.043 -0.87
C 3.665049 0.528770 3.130467 -1.281 -0.098 -0.008 0.41
N 2.504243 0.445449 3.044219 2.573 0.180 0.750 -0.48
H 5.455366 0.473348 4.271451 -0.124 -0.014 -0.051 0.29
H 5.620495 -0.109538 2.600965 -0.102 0.047 0.026 0.28
H 5.469016 1.630868 2.923069 -0.094 -0.071 -0.008 0.28
C 0.873688 0.249656 6.583179 0.414 -0.095 0.104 -0.75
C 2.316812 0.050779 6.843929 1.157 -0.130 0.186 0.40
N 3.451818 -0.102492 7.051842 -1.818 0.337 -0.347 -0.50
H 0.425271 -0.683559 6.240092 0.109 0.053 -0.014 0.32
H 0.372438 0.569786 7.497514 0.105 0.024 -0.051 0.33
H 0.735483 1.012601 5.816219 0.078 -0.069 0.043 0.20
C -3.608363 -4.256090 -4.972680 0.111 -0.344 0.650 -0.82
C -3.398319 -4.957846 -3.674333 0.030 -0.158 0.259 0.40
N -3.234619 -5.502728 -2.665545 -0.228 0.657 -1.210 -0.42
H -2.679702 -3.781958 -5.292142 -0.049 -0.064 0.072 0.28
H -3.923487 -4.970897 -5.733413 0.035 0.017 0.106 0.30
H -4.378404 -3.492228 -4.860653 0.059 -0.081 0.051 0.28
C -1.927671 8.012122 -1.655469 -0.230 -0.704 0.020 -0.89
C -2.416811 6.604484 -1.643067 -0.308 -0.203 -0.044 0.56
N -2.796695 5.510403 -1.633798 0.155 1.509 -0.082 -0.48
H -1.962312 8.425278 -0.646833 -0.019 -0.091 -0.062 0.29
H -0.899637 8.043757 -2.018634 -0.078 -0.077 0.023 0.22
H -2.555795 8.616881 -2.310202 0.017 -0.105 0.044 0.34
C -5.250496 -7.916930 -1.490147 -0.805 -0.003 -0.061 -0.56
C -6.733138 -8.028443 -1.607218 -0.322 -0.097 -0.059 0.35
N -7.885441 -8.114492 -1.698782 1.345 0.141 0.141 -0.45
H -4.945997 -8.084893 -0.456419 -0.071 0.011 -0.070 0.29
H -4.770993 -8.660663 -2.127298 -0.085 0.054 0.036 0.32
H -4.926826 -6.921887 -1.799223 -0.036 -0.145 0.052 0.09
C 3.678190 -6.730634 -1.862000 -0.733 -0.047 -0.060 -0.78
C 2.196685 -6.846917 -1.979678 -0.301 -0.045 -0.008 0.39
N 1.045582 -6.936914 -2.071397 1.436 -0.070 0.072 -0.42
H 3.981707 -6.897022 -0.828037 -0.092 0.023 -0.071 0.26
H 4.159908 -7.473164 -2.498907 -0.099 0.044 0.034 0.30
H 3.997502 -5.734800 -2.171156 -0.084 -0.063 0.031 0.26
C 3.455885 3.639333 8.766117 -0.715 -0.070 -0.085 -0.68
C 1.973401 3.529169 8.655300 -0.910 -0.065 -0.069 0.32
N 0.816033 3.447333 8.570212 1.915 0.088 0.117 -0.40
H 3.763680 3.472221 9.798738 -0.081 -0.002 -0.077 0.25
H 3.931233 2.893516 8.127428 -0.109 0.003 0.050 0.23
H 3.778025 4.633498 8.454528 -0.093 -0.062 0.023 0.27
C -8.342814 -6.495832 1.510461 0.504 0.365 0.526 -0.36
C -7.436925 -5.825986 2.487634 0.170 0.151 0.235 0.27
N -6.733218 -5.306118 3.246368 -0.788 -0.594 -0.870 -0.37
H -9.147140 -5.817384 1.224690 0.092 -0.029 0.040 0.25
H -7.783446 -6.779073 0.618989 -0.083 0.026 0.080 -0.09
H -8.774812 -7.391220 1.958283 0.066 0.079 -0.011 0.26
C 4.483171 1.247090 -4.291436 0.420 -0.650 -0.219 -0.43
C 5.209620 0.005316 -4.686437 0.160 -0.289 -0.087 0.14
N 5.773666 -0.959114 -4.993304 -0.653 1.092 0.350 -0.40
H 4.971199 1.705358 -3.430803 -0.068 -0.044 -0.061 0.26
H 4.482775 1.956556 -5.119161 -0.003 -0.070 0.074 0.31
H 3.452576 1.006593 -4.029045 0.096 0.001 -0.017 0.11
```
Positions in Å, forces in eV/Å.